1.
ORCA calculation (ωB97M-V with the def2-TZVPD basis set) on C18H12Br4N5O5SV as an isolated structure at a distorted geometry.

**Net charge**: -1
**<S²>**: 3.762
**E_LUMO (alpha / beta)**: 0.041 / 0.041 hartree
**Spin multiplicity**: 4
**Maximum force**: 1.1 eV Å⁻¹
**Molar mass**: 781.0 u
**Gap between HOMO and LUMO (alpha / beta)**: 5.75 / 6.18 eV
**Energy**: -353246.236 eV

Geometry (Å):
V -0.25299 0.62486 0.46292
N -4.05146 -0.91180 0.74382
C -3.53057 -2.17684 0.55345
C -2.21565 -2.00360 0.26801
N -1.91511 -0.65948 0.28003
C -3.03948 -0.03312 0.57402
C -2.97243 1.41207 0.65896
N -1.77784 1.95673 0.50168
C -1.96228 3.32329 0.58428
C -3.27767 3.58898 0.78109
N -3.91634 2.36579 0.81893
H -4.98648 -0.70433 1.04257
H -4.13511 -3.06229 0.63272
H -1.46821 -2.74648 0.04856
H -1.13383 4.00624 0.51639
H -3.81049 4.51472 0.90311
H -4.89129 2.22085 1.00549
Br 4.85826 2.25711 4.86189
C 3.24921 1.58708 4.13015
C 2.34471 0.89214 4.91510
Br 2.68315 0.59409 6.75254
C 1.16041 0.40004 4.34123
Br -0.13884 -0.55631 5.33106
C 0.88007 0.59362 2.99848
O -0.21066 0.15089 2.39349
C 1.80686 1.31762 2.19618
O 1.46176 1.49362 0.92229
C 2.97005 1.79709 2.76702
Br 4.13133 2.75347 1.62595
N 0.44173 1.04931 -1.59846
C 0.96390 -0.11698 -2.30464
C 0.97976 -0.14270 -3.69352
C 1.35994 -1.28948 -4.36683
C 1.74691 -2.42565 -3.65723
C 1.76750 -2.38065 -2.27249
C 1.36925 -1.23094 -1.59644
S 2.18680 -3.93233 -4.52191
O 2.44335 -4.88126 -3.45084
O 1.00931 -4.22662 -5.32323
O 3.35489 -3.56038 -5.30194
H 1.19557 1.68693 -1.34454
H -0.17638 1.53144 -2.23962
H 0.66569 0.73765 -4.24646
H 1.34996 -1.32235 -5.44920
H 2.08173 -3.26430 -1.73349
H 1.40099 -1.22771 -0.51057

Results of the Löwdin charge analysis, in e, for atoms 1 through 8: number 1, V, carries 0.84; number 2, N, carries 0.11; number 3, C, carries -0.06; number 4, C, carries -0.07; number 5, N, carries 0.03; number 6, C, carries -0.25; number 7, C, carries -0.24; number 8, N, carries 0.01

=====

2.
ORCA calculation (ωB97M-V with the def2-TZVPD basis set) on C18H12BrF3N8O3Pd as an isolated structure.

**Net charge**: -2
**Relative energy (zero: lowest compared OMol25 entry of this formula, charge and spin)**: 6.06 kcal per mole
**E_LUMO**: 0.141 hartree
**Maximum force**: 0.3 eV Å⁻¹
**Molar mass**: 631.7 u
**Gap between HOMO and LUMO**: 4.95 eV
**Energy**: -118597.397 eV

Geometry (Å):
Pd 2.42822 1.42832 -0.02318
Br -6.70277 0.75202 -1.19075
C -5.55449 -0.50219 -0.32914
C -5.80478 -0.87382 0.97994
C -4.97166 -1.79341 1.59383
C -3.86511 -2.34708 0.93222
C -3.63400 -1.93582 -0.39360
C -4.47524 -1.03345 -1.01875
N -3.20142 -3.38805 1.57626
N -1.98558 -3.72423 1.31859
C -1.01627 -2.92639 0.82706
C 0.05993 -3.64210 0.23339
C 1.01482 -3.05436 -0.52626
C 1.02271 -1.62967 -0.76202
O 1.71898 -1.10795 -1.63110
C 0.12879 -0.83354 0.13951
N 0.36618 0.49272 0.23693
C -0.39331 1.21931 1.03997
C -1.38701 0.66568 1.84409
C -1.62351 -0.68277 1.77568
C -0.88469 -1.47759 0.88510
H -6.64631 -0.45300 1.51480
H -5.17038 -2.11585 2.60880
H -2.78647 -2.33152 -0.93658
H -4.28249 -0.73166 -2.03977
H 0.02592 -4.71929 0.35726
H 1.78522 -3.63039 -1.02335
H -0.17123 2.27955 1.06006
H -1.95139 1.29526 2.52017
H -2.36073 -1.14075 2.41839
F 2.33683 6.97642 -0.28654
C 2.60988 5.99828 -1.18787
F 3.62516 6.47125 -1.95143
F 1.53685 5.93263 -1.99678
C 2.98611 4.64514 -0.47945
O 2.21979 3.70317 -0.74230
O 3.98584 4.74331 0.23850
N 4.74152 -1.39244 -2.03183
N 4.75030 -0.48618 -0.96842
N 4.86656 0.81475 -1.15465
C 4.47036 1.29426 0.06628
N 4.18228 0.22867 0.91902
N 4.35986 -0.87668 0.20602
H 5.12443 -0.85997 -2.80572
H 3.74251 -1.52353 -2.22766
H 4.77978 2.27296 0.41528

Results of the natural (NBO) charge analysis, in e, for atoms 1 through 8: number 1, Pd, carries 0.29; number 2, Br, carries -0.01; number 3, C, carries -0.13; number 4, C, carries -0.24; number 5, C, carries -0.27; number 6, C, carries 0.20; number 7, C, carries -0.27; number 8, C, carries -0.22

=====

3.
ORCA calculation (ωB97M-V with the def2-TZVPD basis set) on C18H12Cl4N4O4Ru as an isolated structure.

**Net charge**: -2
**Relative energy (zero: lowest compared OMol25 entry of this formula, charge and spin)**: 165.47 kcal per mole
**E_LUMO**: 0.156 hartree
**Maximum force**: 0.3 eV Å⁻¹
**Molar mass**: 591.2 u
**Gap between HOMO and LUMO**: 7.39 eV
**Energy**: -85676.694 eV

Geometry (Å):
Ru -0.19031 -0.39916 0.74758
O -5.55857 -2.00789 -0.92889
C -5.57438 -0.70166 -0.69554
O -6.58882 -0.05003 -0.82336
C -4.29976 -0.08054 -0.26933
C -4.13206 1.26356 0.03040
N -2.85865 1.45798 0.37213
N -2.17615 0.31533 0.32061
C -3.02291 -0.63125 -0.05694
C -2.45986 -2.00803 -0.15478
O -3.18713 -2.95084 -0.49551
O -1.22747 -2.10712 0.15812
H -4.64394 -2.41002 -0.77669
H -4.83291 2.07991 0.03478
H -2.48985 2.37949 0.74768
Cl -1.13646 -0.61796 -2.65302
C 0.45839 -0.70165 -1.85486
C 1.05436 -2.03183 -2.03580
C 1.70832 -2.75294 -1.12182
C 2.03782 -2.45205 0.27126
C 1.46015 -1.55900 1.08083
Cl 2.26720 -1.43394 2.67103
C 0.91760 0.52366 -1.48793
N 0.61894 0.99274 1.33211
H 0.90273 -2.46553 -3.01849
H 2.09290 -3.70902 -1.46614
H 2.87165 -3.02805 0.66436
C -0.87304 -0.94366 2.62591
H -1.94803 -0.76250 2.68244
H -0.37218 -0.38265 3.41390
H -0.67190 -2.00613 2.75849
Cl 2.77682 0.37253 -1.15529
C 3.33750 1.85046 -2.43388
C 4.39213 2.49856 -1.91667
C 5.21868 2.55821 -0.71383
C 4.87793 2.55156 0.58427
C 3.55945 2.40116 1.08805
Cl -2.57298 4.18690 1.51260
C 2.42438 2.25516 1.44871
N 1.15435 1.94763 1.79862
H 4.74177 3.18396 -2.69591
H 6.27695 2.71860 -0.90963
H 5.66734 2.65609 1.32042

Results of the natural (NBO) charge analysis, in e, for atoms 1 through 8: number 1, Ru, carries 0.62; number 2, O, carries -0.70; number 3, C, carries 0.79; number 4, O, carries -0.63; number 5, C, carries -0.29; number 6, C, carries 0.05; number 7, N, carries -0.30; number 8, N, carries -0.26

=====

4.
ORCA calculation (ωB97M-V with the def2-TZVPD basis set) on the molecule C18H12ClNO3S2 at a distorted geometry.

**Net charge**: 0
**E_LUMO**: -0.031 hartree
**Maximum force**: 5.2 eV Å⁻¹
**SMILES**: O=C(c1ccc2ccccc2c1)[C@H]1NS(=O)(=O)c2ccc(Cl)cc2S1
**Molar mass**: 389.9 u
**Gap between HOMO and LUMO**: 8.01 eV
**Energy**: -60682.632 eV

Geometry (Å):
O 0.62207 -2.13815 -2.38558
O -3.54973 -2.05324 -0.13097
O -2.94965 -4.55147 0.15994
Cl -0.62521 -2.88212 6.33697
S 0.29460 -1.39523 1.23004
C 0.37551 -1.14907 -1.74123
C -2.45657 -3.00732 4.48751
C -0.45554 -2.00988 3.69944
C -2.95233 -2.93806 3.09010
C 2.38241 5.19681 -1.78754
C 2.00247 0.45112 -3.04757
C 1.31114 4.88379 -0.85347
C -1.23770 -2.50577 4.67554
C -0.83766 -2.09961 2.34750
C 1.04463 0.18489 -2.00115
C -2.09030 -2.60771 2.01995
C 2.69005 4.13478 -2.70892
C 2.40339 1.74209 -3.32526
C 0.65557 3.66609 -0.79516
C 0.60011 1.32910 -1.36438
C 2.01269 2.85491 -2.57294
C 1.05762 2.55825 -1.57815
N -1.14035 -2.73525 -0.41025
C -0.47132 -1.48888 -0.46735
S -2.59412 -3.09315 0.38182
H -3.05502 -3.46529 5.32622
H 0.38731 -1.48141 4.01472
H -3.99649 -3.38354 3.04201
H 3.07660 6.02704 -1.95361
H 2.39362 -0.37576 -3.64784
H 0.83089 5.67555 -0.23201
H 3.59397 4.17775 -3.36115
H 3.16548 1.96472 -4.06404
H -0.00858 3.37954 -0.04526
H -0.24992 1.25420 -0.62239
H -0.91911 -3.34392 -1.15531
H -1.31050 -0.77582 -0.56021

Results of the natural (NBO) charge analysis, in e, for atoms 1 through 8: number 1, O, carries -0.51; number 2, O, carries -0.91; number 3, O, carries -0.85; number 4, Cl, carries -0.03; number 5, S, carries 0.30; number 6, C, carries 0.57; number 7, C, carries -0.25; number 8, C, carries -0.27

=====

5.
ORCA calculation (ωB97M-V with the def2-TZVPD basis set) on the molecule C18H13Br2ClN2O2 at a distorted geometry.

**Net charge**: 0
**E_LUMO**: -0.033 hartree
**Maximum force**: 7.2 eV Å⁻¹
**SMILES**: CC(=O)c1c(Nc2ccc(Br)cc2Br)nc2c(Cl)ccc(C)c2c1O
**Molar mass**: 484.6 u
**Gap between HOMO and LUMO**: 7.29 eV
**Energy**: -178557.787 eV

Geometry (Å):
O -1.24190 -3.12024 0.11246
Cl 2.36825 3.08051 -0.46525
Br 6.49424 -3.17814 1.90657
Br 2.06632 -4.27958 -1.53720
N 0.74906 0.53923 -0.21967
O -3.43526 0.31119 0.09489
C -1.69303 -2.02626 -0.37276
C 0.23512 -0.60517 -0.24165
C 4.18434 -1.38742 1.70002
C 4.08315 -3.47162 0.45609
C 3.00404 -0.95782 1.01368
C -0.01089 4.09691 -0.24324
C -1.39377 4.16392 -0.03814
C 4.79010 -2.61887 1.36446
C 2.84569 -3.09520 -0.12149
C -1.13904 -0.73475 -0.19802
C 2.31275 -1.85387 0.16578
C 0.61015 2.88994 -0.39849
C -2.00241 0.40979 -0.06635
C -2.11820 2.93013 0.13589
C 0.00835 1.65501 -0.18297
C -1.39391 1.69778 -0.07765
N 1.07677 -1.67202 -0.46653
C -2.79305 -2.29277 -1.50267
C -3.65602 3.14366 0.30485
H -3.72132 1.13540 0.57006
H 4.60595 -0.51279 2.22611
H 4.67026 -4.43877 0.18339
H 2.54075 0.02457 1.27575
H 0.60380 4.96730 -0.48067
H -1.89674 5.09721 -0.01069
H 0.58006 -2.52626 -0.50914
H -3.83129 -2.33437 -1.14050
H -2.56792 -3.20406 -2.09868
H -2.78805 -1.43633 -2.13327
H -4.29541 2.50175 -0.27859
H -3.81959 4.13986 -0.02661
H -4.03136 2.96216 1.30022

Results of the natural (NBO) charge analysis, in e, for atoms 1 through 8: number 1, O, carries -0.56; number 2, Cl, carries -0.01; number 3, Br, carries 0.09; number 4, Br, carries 0.03; number 5, N, carries -0.46; number 6, O, carries -0.69; number 7, C, carries 0.58; number 8, C, carries 0.45

=====

6.
ORCA calculation (ωB97M-V with the def2-TZVPD basis set) on C18H13BrMnN7O as an isolated structure.

**Net charge**: +1
**<S²>**: 8.757
**Relative energy (zero: lowest compared OMol25 entry of this formula, charge and spin)**: 3.76 kcal per mole
**E_LUMO (alpha / beta)**: -0.110 / -0.122 hartree
**Spin multiplicity**: 6
**Maximum force**: 0.6 eV Å⁻¹
**Molar mass**: 478.2 u
**Gap between HOMO and LUMO (alpha / beta)**: 8.82 / 8.68 eV
**Energy**: -132712.014 eV

Geometry (Å):
Mn -0.01018 0.46590 -0.22839
N -1.36964 -1.98037 1.66957
C -0.77737 -0.98354 2.42795
C -0.81094 -1.14193 3.82055
C -0.26292 -0.17246 4.61973
C 0.31837 0.95486 4.03455
C 0.32183 1.03104 2.67003
N -0.20923 0.08027 1.86542
C -1.60897 -2.16141 0.31365
C -2.29009 -3.32642 -0.05931
C -2.57205 -3.54188 -1.38488
C -2.18265 -2.59610 -2.33396
C -1.51920 -1.48569 -1.88948
N -1.22162 -1.26560 -0.58858
H -1.73048 -2.73327 2.23112
H -1.27357 -2.02013 4.25146
H -0.28785 -0.28168 5.69559
H 0.74836 1.74676 4.62894
H 0.76016 1.88289 2.16449
H -2.59607 -4.03886 0.69554
H -3.10126 -4.43620 -1.68555
H -2.40005 -2.72101 -3.38398
H -1.20584 -0.71354 -2.58125
O -0.66500 2.10773 -0.89393
N -0.63542 3.37892 -1.25049
C -1.78530 3.81708 -1.63445
C -2.94264 2.95650 -1.66570
N -3.82865 2.22607 -1.66715
C -1.89059 5.19052 -2.04648
N -1.99261 6.28591 -2.37320
Br 2.16393 -2.37542 -0.18534
C 2.87898 -0.77678 -0.88943
C 4.17834 -0.76072 -1.35846
C 4.67796 0.44018 -1.83463
C 3.86858 1.56749 -1.82717
C 2.58125 1.44960 -1.34984
N 2.08588 0.28652 -0.88127
H 4.77251 -1.66179 -1.34481
H 5.69151 0.49197 -2.20934
H 4.22233 2.52130 -2.19013
H 1.90022 2.29331 -1.35140

Results of the natural (NBO) charge analysis, in e, for atoms 1 through 8: number 1, Mn, carries 1.59; number 2, N, carries -0.56; number 3, C, carries 0.41; number 4, C, carries -0.27; number 5, C, carries -0.10; number 6, C, carries -0.26; number 7, C, carries 0.07; number 8, N, carries -0.63